[1]
Density functional theory data (ωB97M-V with the def2-TZVPD basis set) for a cluster of 2 separate species, C6H16 in total in a non-equilibrium geometry.

Each line ends with the Mulliken charge.
Positions of all 22 atoms, in Å:
C 1.97337 -0.00446 -1.23497  -1.37
C 0.86801 0.87792 -0.65883  1.51
C 1.28972 1.67817 0.56031  -1.47
C 0.38705 1.83205 -1.76949  -1.56
H 2.53881 0.43470 -2.05045  0.34
H 1.56730 -0.95460 -1.57996  0.35
H 2.69128 -0.28503 -0.45561  0.36
H -0.00582 0.29076 -0.38591  -0.41
H 1.98064 2.49610 0.35128  0.36
H 0.40369 2.19289 0.95294  0.37
H 1.73903 1.10687 1.37351  0.37
H 0.08891 1.29071 -2.66826  0.37
H -0.46474 2.42600 -1.42599  0.40
H 1.17223 2.53407 -2.05860  0.37
C -1.67832 -1.70277 0.77546  -0.63
C -2.37025 -2.28601 1.99571  -0.93
H -2.19691 -1.95617 -0.14882  0.30
H -1.61486 -0.61621 0.85175  0.17
H -0.64939 -2.04250 0.62875  0.26
H -3.44372 -2.37293 1.81953  0.27
H -2.02045 -3.28463 2.25171  0.28
H -2.25558 -1.65494 2.87594  0.29

As for the charge: 0. As for the HOMO-LUMO gap: 0.447 Eh. As for the LUMO energy: 0.973 eV. Its highest occupied orbital energy is -0.4115 hartree. Its structure (SMILES) is CC(C)C.CC. The calculation puts the electronic energy at -6481.388 eV. As for the multiplicity: 1.

---

[2]
Density functional theory data (ωB97M-V with the def2-TZVPD basis set) for a structure of composition C30H26AsBBr2F7N4O4Ti.

Each line ends with the Mulliken charge.
Positions of all 76 atoms, in Å:
Ti 0.50117 -0.52590 -0.17330  -0.39
Br 2.32311 -1.96848 3.22313  -0.05
C 0.79869 -0.88310 3.43038  -0.20
C 0.46738 -0.49173 4.72234  -0.60
C -0.65267 0.29237 4.90632  -0.49
C -1.40810 0.64967 3.80156  -0.59
C -0.98124 0.22873 2.55962  0.74
N 0.11018 -0.51810 2.36204  0.51
C -1.73880 0.62906 1.32169  0.17
O -2.77184 1.24758 1.38017  -0.72
O -1.15196 0.24791 0.21408  -0.11
H 1.09988 -0.78490 5.54598  0.45
H -0.92455 0.62752 5.89825  0.41
H -2.29778 1.25868 3.86743  0.52
Br 0.07054 -0.42594 -8.72704  -0.21
C 0.14640 -0.46145 -6.83175  0.16
C 0.28535 -1.68026 -6.18699  -0.65
C 0.33802 -1.70119 -4.80300  -0.33
C 0.24984 -0.51323 -4.08906  -0.27
C 0.11513 0.70108 -4.74982  -0.34
C 0.06214 0.73271 -6.13326  -0.64
C 0.31125 -0.53800 -2.61247  1.48
O 0.45280 -1.61768 -1.96887  -0.64
O 0.22369 0.52719 -1.93423  -0.52
H 0.35381 -2.59439 -6.75936  0.42
H 0.45403 -2.63172 -4.26347  0.52
H 0.05493 1.61155 -4.16782  0.65
H -0.04109 1.66843 -6.66403  0.43
F 2.80937 -0.15958 -1.44801  -0.29
B 3.38584 -1.17126 -0.65704  0.45
F 2.18534 -1.63556 0.14821  -0.24
F 4.30550 -0.68663 0.22887  -0.36
F 3.81948 -2.23294 -1.39841  -0.35
N 2.70354 2.10725 4.71592  -0.66
C 2.84264 2.10286 3.56619  0.56
N 3.06629 2.14039 2.25990  -0.80
C 2.26925 1.52024 1.48831  0.51
N 1.56576 0.96338 0.73893  0.33
F -3.55545 -9.13021 1.25307  -0.28
C -2.83814 -8.53157 2.22329  0.90
F -3.65468 -8.43380 3.29813  -0.26
F -1.86010 -9.39232 2.57548  -0.27
C -2.29523 -7.20196 1.80240  0.31
C -1.27044 -6.62379 2.54258  -0.83
C -0.77752 -5.38347 2.18710  -0.49
C -1.30124 -4.69859 1.08419  0.25
C -2.33137 -5.29223 0.35106  -0.66
C -2.82673 -6.53455 0.70835  -0.58
C -0.78085 -3.41946 0.71641  0.53
C -0.33783 -2.33763 0.39817  -0.09
H -0.85550 -7.15016 3.39263  0.38
H 0.02570 -4.92780 2.75073  0.50
H -2.73506 -4.76727 -0.50384  0.48
H -3.62178 -6.98797 0.13255  0.41
C 0.02176 4.31019 2.52399  -0.92
C -0.55207 4.93342 1.25507  -1.00
As -0.22841 3.77882 -0.31212  0.39
C -1.10200 4.90234 -1.69031  -0.69
C -0.83007 6.40027 -1.66649  -1.16
C 1.64495 4.29122 -0.64029  -0.88
C 2.19799 3.59410 -1.88024  -1.08
H -0.17209 4.93071 3.40145  0.47
H 1.10235 4.18150 2.45180  0.22
H -0.41345 3.32576 2.71154  0.02
H -0.12862 5.92643 1.08867  0.54
H -1.63581 5.04548 1.34227  0.46
H -2.17165 4.70267 -1.59329  0.47
H -0.80255 4.47430 -2.65111  0.23
H -1.18698 6.85553 -0.74209  0.23
H -1.33151 6.90611 -2.49599  0.41
H 0.23666 6.61687 -1.75002  0.25
H 2.20734 3.98443 0.24320  0.48
H 1.73617 5.37769 -0.71452  0.60
H 2.11736 2.50996 -1.78621  0.09
H 3.25061 3.83812 -2.03848  0.41
H 1.65294 3.89234 -2.78053  0.27

As for the charge: -1. As for the HOMO-LUMO gap: 0.275 Eh. As for the LUMO energy: 1.453 eV. Its highest occupied orbital energy is -0.2220 hartree. The calculation puts the electronic energy at -289432.041 eV. As for the multiplicity: 1.

---

[3]
Density functional theory data (ωB97M-V with the def2-TZVPD basis set) for the molecule C6H12O in a non-equilibrium geometry.

Each line ends with the Mulliken charge.
Positions of all 19 atoms, in Å:
C -2.49744 -0.79736 0.34831  -1.24
C -1.15103 -0.92405 -0.35266  -0.48
C -0.13245 0.09640 0.19956  0.41
C -0.15428 1.50545 -0.46937  -0.21
O -0.34059 2.61657 -0.03960  -0.50
C 1.28566 -0.29030 -0.19740  -0.92
C 2.43865 0.61977 0.26212  -1.16
H -3.27342 -1.38081 -0.15596  0.36
H -2.43831 -1.14206 1.38812  0.32
H -2.80451 0.25235 0.35909  0.32
H -0.81738 -1.97882 -0.30931  0.37
H -1.25021 -0.70248 -1.42166  0.32
H -0.17141 0.16967 1.30064  0.29
H 0.48217 1.28282 -1.37508  0.36
H 1.40418 -0.69754 -1.21111  0.46
H 1.17781 -1.14841 0.46737  0.35
H 3.21139 0.77501 -0.49970  0.30
H 2.91187 0.12750 1.11193  0.34
H 2.11932 1.61629 0.59469  0.32

As for the charge: 0. As for the HOMO-LUMO gap: 0.389 Eh. As for the LUMO energy: 1.053 eV. Its highest occupied orbital energy is -0.3499 hartree. Its structure (SMILES) is CCC(C=O)CC. The calculation puts the electronic energy at -8462.809 eV. As for the multiplicity: 1.

---

[4]
Density functional theory data (ωB97M-V with the def2-TZVPD basis set) for a cluster of 7 separate species, C54H63F6N2O2 in total in a non-equilibrium geometry.

Each line ends with the Mulliken charge.
Positions of all 127 atoms, in Å:
C 2.35117 -1.65593 0.17196  -0.52
C 1.75754 -2.83051 -0.51701  -0.53
C 0.66577 -2.81511 -1.73909  1.15
C 1.32605 -3.08821 -3.21810  -0.43
C 2.85386 -2.51851 -3.40188  -0.82
C -0.42845 -3.93260 -1.20537  -1.08
N -1.00800 -3.17574 -0.03483  0.17
C -1.01878 -1.79587 -0.27194  -0.86
C -0.42887 -1.55228 -1.81857  0.92
C -1.81576 -1.88994 -2.69107  -0.53
C -2.50199 -0.56682 -3.36895  0.31
C -4.10668 -0.71708 -3.69550  -0.98
C -4.96415 0.02677 -2.47569  -0.28
N -5.41429 -1.08434 -1.54916  -0.24
C -5.34660 -0.68977 -0.09032  0.27
C -4.04769 -0.04082 0.68351  -0.21
O -6.44403 -0.91628 0.67941  -0.52
C 0.36805 -0.15618 -2.14161  -0.50
C -0.02717 1.02455 -1.03793  0.27
O 0.53883 2.29102 -1.54542  -0.36
C -0.36503 3.43029 -1.30513  -0.03
C -1.41586 3.69846 -2.56348  -0.74
H 3.34610 -1.19918 -0.28510  0.24
H 1.92135 -1.12333 1.13582  0.21
H 2.07745 -3.90292 -0.09881  0.16
H 0.58289 -2.64787 -4.03607  0.22
H 1.37442 -4.26848 -3.35845  0.31
H 3.17040 -1.68742 -2.64129  0.15
H 2.92648 -2.05816 -4.49725  0.25
H 3.65610 -3.38082 -3.32165  0.26
H 0.16442 -4.81470 -0.70980  0.54
H -1.11658 -4.48604 -1.96819  0.21
H -1.32487 -3.71602 0.79898  0.35
H -1.38504 -0.98179 0.48896  0.37
H -2.64624 -2.38822 -1.99351  -0.03
H -1.57854 -2.70578 -3.51397  0.26
H -2.31599 0.43921 -2.78201  -0.46
H -1.96528 -0.42010 -4.42462  0.40
H -4.29295 -0.11490 -4.70641  0.35
H -4.46905 -1.81131 -3.89956  0.36
H -5.90553 0.53458 -3.00592  0.33
H -4.36709 0.89145 -1.95720  0.15
H -4.86623 -1.95128 -1.75333  0.28
H -3.42577 -0.87532 1.24781  0.07
H -4.48996 0.65760 1.54493  0.39
H -3.37431 0.64451 0.01293  -0.03
H 1.55494 -0.28481 -2.12087  0.14
H 0.14017 0.29602 -3.21932  0.28
H 0.47197 0.76329 0.00459  -0.11
H -1.20173 1.10737 -0.96582  -0.11
H -0.96975 3.35377 -0.28904  0.32
H 0.30218 4.40232 -1.23721  0.02
H -1.06532 4.66665 -3.15232  0.31
H -1.38687 2.72395 -3.24472  0.16
H -2.51279 3.90187 -2.17073  0.22
F 2.49802 -0.91634 3.12512  -0.30
C 3.76713 -0.72213 3.50757  0.40
C 4.43963 0.42175 3.09172  -0.30
C 5.75938 0.62689 3.49391  -0.45
C 6.39604 -0.32057 4.29936  -0.48
C 5.71419 -1.46797 4.70738  -0.43
C 4.39102 -1.66729 4.31426  -0.47
H 3.93163 1.14256 2.45940  0.50
H 6.29139 1.52174 3.18059  0.39
H 7.42685 -0.16234 4.60914  0.37
H 6.21310 -2.20598 5.33086  0.37
H 3.84324 -2.54910 4.62963  0.39
F -3.93183 -5.75193 0.83840  -0.29
C -4.97974 -5.32895 1.55782  0.36
C -5.75221 -6.25449 2.25087  -0.62
C -6.84033 -5.81398 3.00422  -0.28
C -7.15063 -4.45250 3.04727  -0.82
C -6.37224 -3.53184 2.34411  -0.20
C -5.27767 -3.97146 1.60000  0.03
H -5.50104 -7.30884 2.19893  0.43
H -7.44586 -6.52874 3.55594  0.39
H -8.00208 -4.10985 3.63138  0.45
H -6.61814 -2.47315 2.37580  0.42
H -4.65663 -3.26858 1.05466  0.10
F 5.14630 3.65603 0.53444  -0.27
C 4.77500 4.72769 -0.17852  0.39
C 3.48083 4.79958 -0.68210  -0.06
C 3.09224 5.91757 -1.42013  -0.56
C 4.00656 6.94726 -1.65580  -0.83
C 5.30482 6.86348 -1.15040  -0.51
C 5.68961 5.75063 -0.40304  -0.52
H 2.78694 3.98635 -0.49601  0.38
H 2.08036 5.98694 -1.81158  0.38
H 3.70439 7.81701 -2.23527  0.79
H 6.01593 7.66424 -1.33860  0.39
H 6.69200 5.67331 0.00483  0.41
F 4.42896 9.75314 -2.22771  -0.30
C 3.66941 10.59665 -1.51625  0.55
C 2.51787 10.12373 -0.89661  -0.08
C 1.72947 11.00053 -0.15148  -0.56
C 2.09604 12.34429 -0.04329  -0.45
C 3.25100 12.81046 -0.67313  -0.46
C 4.04503 11.93107 -1.40880  -0.40
H 2.24450 9.07859 -0.99865  0.26
H 0.83143 10.63899 0.34327  0.34
H 1.47842 13.02878 0.53429  0.36
H 3.53207 13.85762 -0.59092  0.36
H 4.95080 12.27458 -1.89740  0.40
F 5.13997 -2.32465 -4.98393  -0.26
C 6.40908 -2.13043 -4.60148  0.44
C 7.08158 -0.98655 -5.01734  -0.39
C 8.40133 -0.78141 -4.61514  -0.40
C 9.03799 -1.72888 -3.80969  -0.48
C 8.35613 -2.87628 -3.40167  -0.43
C 7.03297 -3.07559 -3.79479  -0.33
H 6.57357 -0.26575 -5.64965  0.40
H 8.93333 0.11343 -4.92846  0.36
H 10.06880 -1.57064 -3.49991  0.36
H 8.85505 -3.61429 -2.77819  0.35
H 6.48519 -3.95741 -3.47942  0.37
F -6.68988 -7.48126 6.04724  -0.32
C -7.73780 -7.05828 6.76667  0.19
C -8.51026 -7.98382 7.45972  -0.46
C -9.59838 -7.54331 8.21306  -0.40
C -9.90868 -6.18183 8.25611  -0.43
C -9.13029 -5.26117 7.55295  -0.45
C -8.03572 -5.70079 6.80885  -0.11
H -8.25909 -9.03818 7.40778  0.40
H -10.20391 -8.25808 8.76479  0.36
H -10.76014 -5.83918 8.84022  0.36
H -9.37619 -4.20248 7.58464  0.35
H -7.41468 -4.99792 6.26350  0.50

As for the charge: +1. As for the HOMO-LUMO gap: 0.218 Eh. As for the LUMO energy: -4.328 eV. Its highest occupied orbital energy is -0.3768 hartree. The calculation puts the electronic energy at -80378.585 eV. As for the multiplicity: 1.